(1)
{
  "formula": "C12H18N3O4PPdS2",
  "method": "ωB97M-V with the def2-TZVPD basis set",
  "homo_ha": -0.036,
  "orbital_gap_ev": 5.445,
  "charge": -2,
  "species": ["Pd", "C", "P", "C", "C", "O", "H", "H", "H", "H", "H", "H", "H", "H", "H", "N", "C", "N", "S", "H", "H", "H", "H", "O", "C", "C", "C", "C", "C", "C", "C", "O", "O", "H", "H", "H", "H", "H", "S", "C", "N"],
  "coordinates": [[0.07141, -1.92578, -0.77740], [-0.49319, 0.45913, -2.04416], [1.23929, 0.40761, -2.55041], [1.19308, 1.43710, -4.04974], [2.12136, 1.38155, -1.32187], [1.89906, -0.89967, -2.83559], [-0.69871, 1.51306, -1.81677], [-0.75957, -0.07257, -1.11205], [-1.15479, 0.13085, -2.84568], [0.75086, 2.41682, -3.86328], [0.60318, 0.90919, -4.80068], [2.21258, 1.55937, -4.41968], [1.83064, 2.43365, -1.35642], [3.19055, 1.29285, -1.52119], [1.90569, 1.02334, -0.31078], [2.23025, -2.69603, 0.35412], [1.31101, -3.54430, -0.27261], [1.68360, -3.91911, -1.57630], [0.25805, -4.50767, 0.65819], [2.59952, -1.98158, -0.26783], [1.83411, -2.26865, 1.18551], [1.94876, -3.11130, -2.13920], [0.90247, -4.38710, -2.01569], [0.39826, 2.60892, 4.30329], [-0.76181, 2.00477, 3.89325], [-1.95094, 2.26476, 4.57474], [-3.13319, 1.64720, 4.19543], [-3.12626, 0.74691, 3.14053], [-1.93255, 0.48075, 2.48241], [-0.73942, 1.11038, 2.82291], [0.51202, 0.78451, 1.98397], [1.27748, 1.73544, 1.73770], [0.57877, -0.40933, 1.61184], [0.18937, 3.13529, 5.07983], [-1.94002, 2.95780, 5.41310], [-4.04975, 1.86421, 4.73274], [-4.03663, 0.24443, 2.83769], [-1.88580, -0.25010, 1.68350], [-2.78584, -1.57821, -4.72658], [-1.94217, -2.26810, -3.48020], [-1.35073, -2.73040, -2.58663]],
  "lowdin_charge": [0.331, -0.206, 0.513, -0.195, -0.181, -0.402, 0.059, 0.017, 0.009, 0.040, 0.047, 0.040, 0.051, 0.048, 0.022, 0.034, -1.155, 0.024, 0.385, 0.064, 0.039, 0.038, 0.045, 0.047, -0.267, -0.062, -0.129, -0.108, -0.022, -0.059, -0.660, -0.034, -0.071, 0.085, 0.095, 0.085, 0.090, 0.111, 0.277, -1.040, -0.005]
}


(2)
{
  "formula": "C5H12O3",
  "method": "ωB97M-V with the def2-TZVPD basis set",
  "homo_ha": -0.333,
  "orbital_gap_ev": 9.602,
  "species": ["C", "C", "O", "C", "O", "H", "H", "H", "H", "H", "H", "C", "C", "O", "H", "H", "H", "H", "H", "H"],
  "coordinates": [[-2.45835, -0.15387, 0.20790], [-1.25339, 0.49490, -0.42797], [-1.00615, 1.70291, -0.30180], [-0.77836, -0.19473, -1.71666], [-0.62924, -1.58903, -1.49103], [-3.24152, -0.29509, -0.53499], [-2.16548, -1.12904, 0.59933], [-2.81274, 0.45955, 1.02823], [-1.52673, 0.01453, -2.48545], [0.17043, 0.26393, -2.02172], [-0.33862, -2.01323, -2.30349], [2.67093, 0.13847, 1.17316], [1.32255, 0.81701, 1.10610], [0.21246, -0.29061, 0.93377], [3.44428, 0.90668, 1.28039], [2.87929, -0.41203, 0.25216], [2.72157, -0.56284, 2.01170], [1.02047, 1.26596, 2.04700], [1.29361, 1.58106, 0.32482], [0.47502, -1.00452, 0.31855]],
  "lowdin_charge": [-0.012, -0.488, 0.003, -0.184, -0.067, 0.090, 0.080, 0.088, 0.130, 0.127, 0.095, -0.098, -0.170, -0.119, 0.079, 0.075, 0.079, 0.113, 0.103, 0.077]
}


(3)
{
  "formula": "C2H5N3OS",
  "method": "ωB97M-V with the def2-TZVPD basis set",
  "homo_ha": -0.312,
  "orbital_gap_ev": 9.234,
  "species": ["C", "N", "N", "C", "O", "N", "S", "H", "H", "H", "H", "H"],
  "coordinates": [[2.62287, -1.02204, -0.00071], [1.40352, -0.70298, -0.00184], [1.08577, 0.61234, -0.00021], [-0.16922, 1.17946, -0.00175], [-0.25422, 2.40580, 0.00543], [-1.30681, 0.40777, -0.00347], [-1.66334, -1.28989, 0.00081], [2.89890, -2.08640, 0.00200], [3.43192, -0.30521, 0.00680], [1.81413, 1.29851, -0.01558], [-2.12459, 0.96111, -0.01736], [-0.37237, -1.64060, 0.02122]],
  "lowdin_charge": [-0.027, -0.067, 0.041, -0.591, 0.030, -0.311, 0.742, 0.077, 0.071, 0.142, 0.069, -0.175]
}


(4)
{
  "formula": "C10H19AuNO6S",
  "method": "ωB97M-V with the def2-TZVPD basis set",
  "homo_ha": -0.444,
  "orbital_gap_ev": 7.119,
  "charge": 1,
  "species": ["Au", "O", "C", "C", "N", "C", "C", "O", "O", "C", "C", "O", "O", "H", "H", "H", "H", "H", "H", "H", "H", "H", "C", "C", "S", "O", "C", "C", "H", "H", "H", "H", "H", "H", "H", "H", "H", "H"],
  "coordinates": [[-1.42919, 0.83180, -0.21861], [-1.69311, -1.88816, 0.94038], [-1.13351, -2.41738, 2.11559], [-1.28649, -1.52365, 3.33647], [-0.35484, -0.35889, 3.42187], [0.90224, -0.54235, 3.30275], [1.90637, -0.62654, 1.09605], [2.92625, -0.98987, 1.50814], [1.04212, -0.28355, 0.40260], [-0.92982, 0.90778, 3.76359], [-1.54550, 1.87336, 2.46079], [-1.23476, 3.00932, 2.63464], [-2.27872, 1.18978, 1.67362], [-2.65034, -1.82443, 1.02899], [-1.57811, -3.38131, 2.37563], [-0.07991, -2.59937, 1.89844], [-2.29678, -1.13163, 3.40585], [-1.09413, -2.11857, 4.23120], [1.53397, 0.26362, 3.66242], [1.27079, -1.53517, 3.53348], [-1.84936, 0.77850, 4.32364], [-0.21818, 1.56264, 4.24622], [-0.17495, 0.72966, -5.05228], [-0.02567, -0.58572, -4.31133], [0.27114, -0.39644, -2.55241], [-0.79484, 0.65908, -2.15344], [1.87009, 0.48247, -2.58726], [1.74242, 1.92963, -2.12519], [-0.36239, 0.52450, -6.10540], [0.72674, 1.34084, -4.99051], [-1.01201, 1.30155, -4.65904], [0.81061, -1.19205, -4.67071], [-0.92879, -1.19370, -4.37076], [2.25460, 0.41655, -3.60505], [2.52402, -0.09437, -1.93442], [1.06576, 2.49592, -2.76092], [2.72683, 2.39546, -2.16299], [1.37746, 1.99069, -1.10207]],
  "lowdin_charge": [0.852, -0.085, -0.228, -0.067, -0.080, 0.079, -0.462, 0.235, 0.118, -0.008, -0.606, 0.114, -0.175, 0.102, 0.135, 0.117, 0.136, 0.149, 0.144, 0.142, 0.134, 0.123, -0.113, -0.386, 0.976, -0.683, -0.369, -0.118, 0.089, 0.073, 0.081, 0.100, 0.095, 0.086, 0.076, 0.078, 0.089, 0.056]
}